Entry from the Open Molecules 2025 dataset: C40H60AsF6MnO30 as an isolated structure in a non-equilibrium geometry (wB97M-V/def2-TZVPD).

The geometry in XYZ format:
```
138
Properties=species:S:1:pos:R:3
Mn 0.929 -0.281 -3.868
As 0.219 0.351 -0.171
F 1.265 -1.011 0.082
F -1.171 -0.777 -0.360
F -0.791 1.791 -0.512
F 1.687 1.410 0.034
F 0.566 0.135 -1.957
F -0.196 0.360 1.543
C -3.907 -2.785 -1.046
C -4.027 -2.896 0.428
C -3.758 -1.623 1.245
O -4.909 -1.411 1.955
C -5.867 -2.285 1.594
O -7.035 -2.234 2.008
O -5.399 -3.164 0.670
H -4.640 -2.101 -1.474
H -4.134 -3.731 -1.537
H -2.892 -2.512 -1.337
H -3.408 -3.749 0.707
H -3.627 -0.866 0.471
H -2.795 -1.634 1.757
C 1.886 4.847 0.176
C 0.738 4.701 -0.821
C -0.721 4.979 -0.341
O -1.182 5.863 -1.322
C -0.204 6.187 -2.204
O -0.465 6.882 -3.170
O 0.936 5.607 -1.868
H 1.619 4.201 1.013
H 2.167 5.852 0.491
H 2.725 4.390 -0.349
H 0.842 3.787 -1.407
H -0.927 5.381 0.651
H -1.107 3.961 -0.407
C 4.165 2.191 2.624
C 5.603 1.823 2.988
C 6.248 2.559 4.192
O 7.000 1.559 4.734
C 6.520 0.371 4.451
O 6.754 -0.665 5.107
O 5.759 0.493 3.379
H 4.181 3.102 2.026
H 3.460 2.211 3.455
H 3.726 1.399 2.019
H 6.223 1.975 2.104
H 5.550 3.146 4.788
H 6.908 3.302 3.745
C 0.375 -3.833 0.912
C 1.781 -4.243 1.274
C 1.805 -5.270 2.449
O 2.573 -6.293 1.893
C 2.759 -6.025 0.518
O 3.389 -6.753 -0.248
O 2.287 -4.895 0.197
H 0.265 -3.245 0.000
H 0.038 -3.200 1.734
H -0.298 -4.685 0.821
H 2.418 -3.401 1.548
H 0.831 -5.654 2.752
H 2.324 -4.736 3.245
C 1.873 -0.616 3.711
C 1.451 0.096 5.031
C 1.606 -0.764 6.265
O 2.616 -0.214 7.014
C 2.802 0.955 6.529
O 3.506 1.790 7.024
O 2.248 1.214 5.325
H 1.498 -1.636 3.618
H 2.960 -0.590 3.783
H 1.633 0.105 2.931
H 0.439 0.494 4.954
H 1.891 -1.720 5.826
H 0.671 -0.952 6.794
C -2.932 4.741 -6.203
C -2.106 4.614 -4.975
C -2.885 4.222 -3.700
O -1.995 3.321 -3.080
C -1.016 2.905 -3.926
O -0.259 1.988 -3.701
O -1.113 3.622 -5.068
H -3.470 3.796 -6.288
H -2.255 4.810 -7.054
H -3.541 5.643 -6.273
H -1.631 5.563 -4.728
H -3.909 3.864 -3.807
H -2.915 5.157 -3.141
C -5.902 0.517 -4.782
C -4.637 0.950 -4.024
C -4.635 0.547 -2.571
O -3.301 0.061 -2.399
C -2.673 -0.131 -3.509
O -1.564 -0.550 -3.764
O -3.581 0.163 -4.524
H -6.774 0.972 -4.314
H -5.924 -0.572 -4.827
H -5.886 0.932 -5.790
H -4.437 2.010 -4.177
H -5.353 -0.255 -2.403
H -4.876 1.442 -1.997
C 5.598 -0.698 0.314
C 5.572 -1.591 -0.931
C 4.771 -2.861 -0.696
O 3.691 -2.724 -1.585
C 3.746 -1.582 -2.233
O 2.900 -1.263 -3.074
O 4.867 -0.987 -2.032
H 6.275 -1.110 1.062
H 4.664 -0.582 0.863
H 5.887 0.326 0.076
H 6.618 -1.825 -1.131
H 4.405 -2.856 0.331
H 5.355 -3.743 -0.958
C -2.268 -5.671 -3.247
C -1.036 -5.265 -2.388
C 0.213 -5.781 -3.064
O 0.845 -4.599 -3.516
C 0.166 -3.474 -3.177
O 0.442 -2.325 -3.431
O -0.942 -3.850 -2.389
H -3.088 -5.062 -2.870
H -2.564 -6.694 -3.011
H -2.285 -5.433 -4.310
H -1.130 -5.593 -1.353
H -0.079 -6.432 -3.887
H 0.761 -6.375 -2.333
C -1.246 2.365 3.830
C -2.263 2.837 2.743
C -2.935 1.758 1.908
O -4.341 1.955 2.141
C -4.469 2.783 3.090
O -5.587 3.035 3.536
O -3.342 3.314 3.499
H -1.301 1.281 3.930
H -1.133 2.857 4.797
H -0.286 2.341 3.314
H -1.815 3.533 2.033
H -2.632 0.738 2.143
H -2.723 1.901 0.848
```

For the HOMO-LUMO gap (spin up / spin down), the calculation gives 7.47 / 7.29 eV. The max |F| comes out at 6.69 eV/A. Its net charge is +1. As for the LUMO energy (spin up / spin down): -4.37 / -4.55 eV. As for the spin multiplicity: 6.